w | DFT (ωB97M-V with the def2-TZVPD basis set) results for the molecule C2H3N3.

Cartesian coordinates (Å):
N -0.7916 0.8272 0.1558
C -1.1511 -0.4403 0.3264
N 0.0854 -1.0989 0.2928
C 1.0734 -0.1023 0.1238
N 0.5575 1.0800 0.1041
H -1.4417 1.5876 0.0700
H -0.4303 -1.6240 -0.4580
H 2.1480 -0.2560 0.1437

As for the HOMO energy: -9.4926 eV. The frontier orbital gap comes out at 0.38991 Ha. The LUMO energy comes out at 1.1 eV.

=====

x | DFT (ωB97M-V with the def2-TZVPD basis set) results for the molecule C2H3N3.

Cartesian coordinates (Å):
C 1.0255 -0.0848 -0.1195
C 0.0293 0.8266 0.0063
N -1.1197 -0.0295 0.1013
N -0.7310 -1.3035 0.0047
N 0.5472 -1.3529 -0.1064
H 2.0784 0.1184 -0.2018
H 0.3181 1.8598 0.2391
H -2.1479 -0.0341 0.0763

As for the HOMO energy: -10.1367 eV. The frontier orbital gap comes out at 0.40890 Ha. The LUMO energy comes out at 1.0 eV.

=====

y | DFT (ωB97M-V with the def2-TZVPD basis set) results for the molecule C2H3N3.

Cartesian coordinates (Å):
C 1.2327 0.0186 0.2151
N 0.4836 -1.2380 -0.0184
C -0.7414 -0.8597 -0.1711
N -0.7622 0.7181 -0.1125
N 0.4885 1.0757 0.1598
H 2.3279 0.1471 0.1852
H -1.6764 -1.4041 -0.4138
H -1.3527 1.5423 0.1556

As for the HOMO energy: -9.6575 eV. The frontier orbital gap comes out at 0.39544 Ha. The LUMO energy comes out at 1.1 eV.

=====

z | DFT (ωB97M-V with the def2-TZVPD basis set) results for the molecule C2H3N3.

Cartesian coordinates (Å):
C 1.2297 -0.0260 0.1693
N 0.4688 -1.1547 0.1501
C -0.7514 -0.6713 0.0938
N -0.7141 0.6731 0.0967
N 0.5612 1.1077 0.1318
H 2.3110 -0.0392 0.1781
H -1.6677 -1.2457 0.0710
H -1.4588 1.3099 -0.1373

As for the HOMO energy: -10.2206 eV. The frontier orbital gap comes out at 0.40996 Ha. The LUMO energy comes out at 0.9 eV.

=====

Sorted by energy, starting with the most stable: z, y, x, w.

=====

w | DFT (ωB97M-V with the def2-TZVPD basis set) results for a structure of composition C2H3F2NO.

Cartesian coordinates (Å):
C -0.5429 -0.2221 -1.5136
C -0.1889 0.0875 0.4179
N 1.0524 0.3639 0.9085
O 0.4039 -0.5539 -2.2013
F -0.9814 1.1803 0.6196
F -0.8176 -1.0067 1.0666
H -1.5462 -0.1607 -1.8694
H 1.0554 0.7218 1.8231
H 1.5654 -0.4101 0.7485

As for the HOMO energy: -9.7599 eV. The frontier orbital gap comes out at 0.37935 Ha. The LUMO energy comes out at 0.6 eV.

=====

x | DFT (ωB97M-V with the def2-TZVPD basis set) results for the molecule C2H3F2NO.

Cartesian coordinates (Å):
N -0.0373 -0.5065 0.1843
C -0.0306 0.7554 -0.4072
O -0.1461 1.8437 0.4449
C -1.1702 1.8725 -0.3887
F -1.1541 2.9544 -1.2346
F -2.3942 1.6153 0.0596
H -0.4631 -0.2793 1.1202
H -0.4209 -1.3743 -0.2821
H 0.7433 0.9227 -1.2536

As for the HOMO energy: -9.3799 eV. The frontier orbital gap comes out at 0.37897 Ha. The LUMO energy comes out at 0.9 eV.

=====

Sorted by energy, starting with the most stable: x, w.

=====

w | DFT (ωB97M-V with the def2-TZVPD basis set) results for a cluster of 3 separate species, C3H12N5 in total.

Cartesian coordinates (Å):
C -2.3802 -0.4190 1.7249
C 2.9882 0.3601 -1.6198
C 1.7874 0.0649 -0.8177
N -3.6461 -0.5247 2.0475
N 0.0109 0.4630 -1.9632
N 0.6778 -0.3586 1.2243
N 1.7537 -0.2902 0.3696
N -1.7775 -0.4975 0.5962
H -1.6174 -0.0926 2.4930
H 3.3171 -0.6473 -1.9798
H 3.7207 0.9048 -1.1453
H 2.7569 1.0185 -2.5170
H -4.1040 0.1318 2.6466
H -4.2830 -1.0762 1.5341
H -0.1526 1.3882 -1.4868
H -0.7314 -0.1634 -1.7483
H -0.3491 -0.3879 0.8246
H 0.7317 -1.0885 1.9614
H 2.5454 -0.6833 0.8786
H -2.4789 -0.8684 -0.1560

As for the HOMO energy: -13.2445 eV. The frontier orbital gap comes out at 0.32732 Ha. The LUMO energy comes out at -4.3 eV. As for the net charge: +1.

=====

x | DFT (ωB97M-V with the def2-TZVPD basis set) results for a cluster of 2 separate species, C3H12N5 in total.

Cartesian coordinates (Å):
C -1.1007 1.5127 1.1740
C -0.8896 1.7500 -0.1155
N -1.5172 0.8928 -1.1313
N -0.4287 2.1092 2.2096
H -1.8382 0.7746 1.4652
H -0.1586 2.4371 -0.5079
H -0.8705 0.0199 -1.3224
H -2.4174 0.5352 -0.8236
H -1.6439 1.3825 -2.0129
H -0.0363 3.0150 2.0046
H -0.9221 2.1087 3.0921
N 2.2936 -1.3263 -0.6015
C 0.9541 -1.5487 -0.5456
N 0.5290 -2.3004 0.5206
N 0.1133 -1.2088 -1.4768
H 2.6325 -0.4647 -0.9934
H 2.8371 -1.6799 0.1695
H 0.8331 -1.9941 1.4327
H -0.4628 -2.4747 0.4831
H 0.6351 -1.0158 -2.3280

As for the HOMO energy: -12.6547 eV. The frontier orbital gap comes out at 0.36558 Ha. The LUMO energy comes out at -2.7 eV. As for the net charge: +1.

=====

Sorted by energy, starting with the most stable: x, w.

=====

w | DFT (ωB97M-V with the def2-TZVPD basis set) results for a cluster of 5 separate species, CH10O6 in total.

Cartesian coordinates (Å):
O -1.7469 -1.6523 -2.2624
C -0.6122 -1.6081 -1.8387
O -0.4989 -1.0531 -0.6021
H 0.2645 -1.8784 -2.3700
H 0.4320 -1.0741 -0.2723
O -0.0157 1.8059 1.0178
H 0.3977 1.2195 1.5526
H -0.4841 1.2670 0.2229
O 1.9721 -0.4244 0.8872
H 1.6203 -0.3184 1.7819
H 2.3312 0.3748 0.7807
O 0.6271 0.5524 3.3334
H 0.3017 0.0179 4.0826
H 1.1717 1.2023 3.8264
O -0.4550 1.4238 -1.8228
H -0.0514 1.9515 -1.1588
H -1.3729 1.6675 -1.8228

As for the HOMO energy: -10.2582 eV. The frontier orbital gap comes out at 0.37656 Ha. The LUMO energy comes out at 0.0 eV.

=====

x | DFT (ωB97M-V with the def2-TZVPD basis set) results for a cluster of 5 separate species, CH10O6 in total.

Cartesian coordinates (Å):
O -0.5110 -1.6268 -0.1614
C -0.9662 -1.7773 0.9378
O -1.7606 -0.9408 1.5909
H -0.7717 -2.6799 1.5193
H -1.7083 -0.0547 1.1854
O 2.0931 0.8263 0.8506
H 1.9941 1.2191 -0.0202
H 2.5095 1.4352 1.4633
O 0.7668 1.2842 -2.1178
H 1.1007 2.0099 -2.6617
H 0.9247 0.5446 -2.7229
O -1.3275 -1.1449 -2.9215
H -1.4122 -2.0308 -2.5539
H -1.1304 -0.6447 -2.1189
O -0.1294 1.4949 2.5028
H 0.4154 1.0117 1.8651
H -0.0868 1.0741 3.3631

As for the HOMO energy: -11.0385 eV. The frontier orbital gap comes out at 0.42370 Ha. The LUMO energy comes out at 0.5 eV.

=====

Sorted by energy, starting with the most stable: x, w.

=====

w | DFT (ωB97M-V with the def2-TZVPD basis set) results for the molecule C20H20ClN3O3.

Cartesian coordinates (Å):
O 0.9980 1.0355 1.2477
C 1.1955 1.3364 0.0921
C 0.0592 1.6801 -0.8750
N -1.1384 0.9229 -0.5490
C -2.3209 1.6011 -0.6384
O -2.3470 2.7546 -1.0289
C -3.5917 0.9174 -0.2855
C -4.7460 1.3544 -0.9322
C -5.9834 0.8791 -0.5372
C -6.0250 -0.0008 0.5322
N -4.9427 -0.4239 1.1589
C -3.7588 0.0099 0.7683
O -2.7239 -0.4745 1.5048
C -1.6868 -1.0618 0.8137
C -1.3642 -2.3575 1.1959
C -0.3265 -3.0473 0.6012
C 0.3664 -2.4312 -0.4261
Cl 1.6547 -3.2626 -1.2205
C 0.0550 -1.1457 -0.8263
C -0.9598 -0.4242 -0.1965
N 2.4199 1.4124 -0.4641
C 3.6351 1.0760 0.2535
C 4.2293 -0.2271 -0.2860
C 5.4985 -0.5848 0.4809
C 6.5188 0.5452 0.3837
C 5.9246 1.8460 0.9155
C 4.6552 2.2086 0.1497
H 0.3513 1.5239 -1.9192
H -0.2034 2.7376 -0.7549
H -4.6453 2.0787 -1.7271
H -6.8870 1.1978 -1.0310
H -6.9592 -0.3934 0.9102
H -1.9359 -2.7991 1.9963
H -0.0650 -4.0414 0.9246
H 0.6204 -0.7016 -1.6285
H 2.5224 1.6661 -1.4341
H 3.3358 0.9365 1.2970
H 4.4653 -0.1041 -1.3467
H 3.4940 -1.0281 -0.1923
H 5.2475 -0.7585 1.5291
H 5.9222 -1.5073 0.0798
H 6.8136 0.6800 -0.6597
H 7.4137 0.2871 0.9525
H 6.6526 2.6543 0.8239
H 5.6844 1.7286 1.9740
H 4.2236 3.1282 0.5491
H 4.9002 2.3770 -0.9027

As for the HOMO energy: -8.7066 eV. The frontier orbital gap comes out at 0.33370 Ha. The LUMO energy comes out at 0.4 eV.

=====

x | DFT (ωB97M-V with the def2-TZVPD basis set) results for the molecule C20H20ClN3O3.

Cartesian coordinates (Å):
C -7.1068 -0.7626 -0.3736
O -6.4561 0.4113 -0.8000
C -5.1594 0.6022 -0.4549
C -4.5722 1.7852 -0.9141
C -3.2597 2.0696 -0.6236
C -2.4799 1.1973 0.1465
C -1.1003 1.5425 0.4243
C -0.2882 0.9076 1.2792
C 1.1376 1.1744 1.4961
O 1.8746 0.3123 1.9698
N 1.6208 2.3881 1.1418
C 3.0089 2.7539 1.3313
C 3.9161 2.2666 0.1804
O 4.5425 3.0160 -0.5279
N 3.8714 0.9173 0.0853
N 4.5596 0.2093 -0.8506
C 4.1748 -0.9702 -1.1223
C 4.9819 -1.7838 -2.0777
C 2.9320 -1.5819 -0.5750
C 2.9586 -2.5908 0.3795
C 1.7801 -3.1013 0.8926
C 0.5706 -2.6068 0.4355
Cl -0.9058 -3.2317 1.0809
C 0.5205 -1.6138 -0.5286
C 1.7040 -1.0985 -1.0200
C -3.0767 0.0179 0.5951
C -4.3915 -0.2812 0.3009
H -7.1430 -0.8274 0.7183
H -8.1209 -0.6949 -0.7639
H -6.6235 -1.6581 -0.7765
H -5.1742 2.4601 -1.5016
H -2.8238 2.9883 -0.9895
H -0.7330 2.3891 -0.1451
H -0.6321 0.0475 1.8343
H 1.0136 3.0632 0.7093
H 3.3580 2.2923 2.2609
H 3.0914 3.8383 1.4031
H 3.2544 0.4117 0.7312
H 5.3365 -2.6890 -1.5865
H 4.3670 -2.0837 -2.9252
H 5.8292 -1.2019 -2.4266
H 3.9052 -2.9624 0.7423
H 1.8003 -3.8701 1.6491
H -0.4298 -1.2410 -0.8781
H 1.6793 -0.3108 -1.7597
H -2.5043 -0.6918 1.1710
H -4.8079 -1.2082 0.6623

As for the HOMO energy: -8.4545 eV. The frontier orbital gap comes out at 0.30841 Ha. The LUMO energy comes out at -0.1 eV.

=====

Sorted by energy, starting with the most stable: w, x.